C6H10O | ωB97M-V/def2-TZVPD

Results
- energy above the lowest of the compared OMol25 structures with the same formula, charge and spin (kcal/mol) = 53.05
- SMILES string = C=C(C)/C=C/CO
- maximum force (hartree/bohr) = 0.04019
- DFT total energy (eV) = -8428.9399
- E_LUMO (eV) = 0.51
- gap between HOMO and LUMO (eV) = 8.941

Element x y z (Å)
C (1.66, -1.32, 0.61)
C (0.32, -1.21, 0.50)
C (-0.57, -2.44, 0.76)
C (-0.38, 0.03, 0.13)
C (0.23, 1.20, -0.04)
C (-0.47, 2.45, -0.49)
O (-0.14, 2.56, -1.94)
H (2.07, -2.03, 1.33)
H (2.48, -0.77, 0.16)
H (-1.34, -2.23, 0.00)
H (-0.92, -2.49, 1.78)
H (-0.18, -3.40, 0.40)
H (-1.36, -0.20, -0.28)
H (1.31, 1.34, -0.10)
H (-0.18, 3.43, -0.13)
H (-1.55, 2.28, -0.38)
H (-0.98, 2.81, -2.31)

C6H10O | ωB97M-V/def2-TZVPD

Results
- energy above the lowest of the compared OMol25 structures with the same formula, charge and spin (kcal/mol) = 124.36
- maximum force (hartree/bohr) = 0.00639
- DFT total energy (eV) = -8425.8477
- E_LUMO (eV) = 0.92
- gap between HOMO and LUMO (eV) = 8.859

Element x y z (Å)
C (2.22, 0.82, -0.23)
C (0.94, 0.13, 0.06)
O (0.27, 0.28, 1.21)
C (-0.64, -0.76, 0.81)
C (-2.03, -0.14, 0.65)
C (-1.52, 0.40, -0.69)
C (-0.18, -0.46, -0.67)
H (2.05, 1.88, -0.49)
H (2.88, 0.78, 0.64)
H (2.72, 0.35, -1.08)
H (1.33, -1.58, 0.59)
H (0.56, -1.80, 0.96)
H (-2.30, 0.59, 1.41)
H (-2.81, -0.90, 0.56)
H (-2.12, 0.11, -1.56)
H (-1.34, 1.47, -0.72)
H (-0.04, -1.18, -1.47)

C6H10O | ωB97M-V/def2-TZVPD

Results
- energy above the lowest of the compared OMol25 structures with the same formula, charge and spin (kcal/mol) = 1.01
- SMILES string = CC1(O)CC=CC1
- maximum force (hartree/bohr) = 0.00649
- DFT total energy (eV) = -8431.1966
- E_LUMO (eV) = 0.96
- gap between HOMO and LUMO (eV) = 10.190

Element x y z (Å)
C (-1.79, -0.54, -0.29)
C (-0.45, -0.09, 0.28)
O (-0.55, 0.02, 1.70)
C (-0.02, 1.31, -0.19)
C (1.49, 1.21, -0.28)
C (1.90, -0.06, -0.22)
C (0.74, -1.01, -0.09)
H (-2.05, -1.55, 0.07)
H (-1.76, -0.58, -1.39)
H (-2.58, 0.14, 0.02)
H (-0.62, -0.87, 2.06)
H (-0.45, 1.56, -1.17)
H (-0.36, 2.07, 0.52)
H (2.13, 2.07, -0.39)
H (2.93, -0.39, -0.27)
H (0.89, -1.78, 0.67)
H (0.55, -1.53, -1.04)

C6H10O | ωB97M-V/def2-TZVPD

Results
- energy above the lowest of the compared OMol25 structures with the same formula, charge and spin (kcal/mol) = 18.47
- SMILES string = C/C=C(/C)CC=O
- maximum force (hartree/bohr) = 0.01266
- DFT total energy (eV) = -8430.4394
- E_LUMO (eV) = 0.97
- gap between HOMO and LUMO (eV) = 9.802

Element x y z (Å)
C (0.19, -2.16, -0.05)
C (-0.68, -0.94, 0.02)
C (-0.37, 0.30, -0.36)
C (-1.42, 1.37, -0.51)
C (1.09, 0.74, -0.39)
C (1.27, 0.87, 1.11)
O (1.56, -0.04, 1.85)
H (-0.32, -2.87, -0.72)
H (1.18, -1.96, -0.48)
H (0.34, -2.66, 0.91)
H (-1.69, -1.12, 0.39)
H (-1.75, 1.42, -1.55)
H (-2.30, 1.14, 0.10)
H (-1.06, 2.37, -0.23)
H (1.25, 1.69, -0.90)
H (1.77, -0.01, -0.79)
H (0.99, 1.87, 1.52)

C6H10O | ωB97M-V/def2-TZVPD

Results
- energy above the lowest of the compared OMol25 structures with the same formula, charge and spin (kcal/mol) = 20.04
- SMILES string = O=CCCC1CC1
- maximum force (hartree/bohr) = 0.01122
- DFT total energy (eV) = -8430.3714
- E_LUMO (eV) = 1.10
- gap between HOMO and LUMO (eV) = 10.935

Element x y z (Å)
O (1.61, -1.33, 1.69)
C (2.01, -1.09, 0.57)
C (1.63, 0.12, -0.24)
C (0.41, 0.86, 0.33)
C (-0.74, 0.68, -0.63)
C (-1.35, -0.70, -0.85)
C (-2.13, 0.44, -0.18)
H (2.69, -1.80, 0.06)
H (2.52, 0.76, -0.34)
H (1.40, -0.23, -1.25)
H (0.63, 1.92, 0.50)
H (0.16, 0.43, 1.31)
H (-0.64, 1.28, -1.54)
H (-1.60, -1.01, -1.86)
H (-1.07, -1.56, -0.24)
H (-2.93, 0.95, -0.71)
H (-2.29, 0.39, 0.90)

C6H10O | ωB97M-V/def2-TZVPD

Results
- energy above the lowest of the compared OMol25 structures with the same formula, charge and spin (kcal/mol) = 32.59
- SMILES string = C/C=C/CCC=O
- maximum force (hartree/bohr) = 0.00976
- DFT total energy (eV) = -8429.8272
- E_LUMO (eV) = 1.04
- gap between HOMO and LUMO (eV) = 9.971

Element x y z (Å)
C (-0.10, 0.11, -2.53)
C (-0.27, -0.86, -1.41)
C (-0.95, -0.54, -0.31)
C (-0.39, -0.86, 1.04)
C (0.71, 0.27, 1.11)
C (0.41, 1.11, 2.30)
O (-0.36, 2.04, 2.26)
H (0.88, 0.60, -2.38)
H (-0.85, 0.91, -2.47)
H (-0.08, -0.33, -3.53)
H (0.43, -1.69, -1.35)
H (-1.59, 0.35, -0.28)
H (-1.12, -0.78, 1.86)
H (0.07, -1.86, 1.12)
H (0.62, 0.92, 0.23)
H (1.71, -0.17, 1.09)
H (0.86, 0.78, 3.25)